Entry 1:
{
  "formula": "C19H16F10N6OSTa",
  "method": "ωB97M-V/def2-TZVPD",
  "symbols": ["Ta", "S", "F", "F", "F", "F", "F", "F", "F", "F", "F", "F", "O", "N", "N", "N", "N", "N", "N", "C", "C", "C", "C", "C", "C", "C", "C", "C", "C", "C", "C", "C", "C", "C", "C", "C", "C", "C", "H", "H", "H", "H", "H", "H", "H", "H", "H", "H", "H", "H", "H", "H", "H", "H"],
  "xyz": [[-0.05320, -0.41690, 0.52970], [0.98930, -2.67290, 1.36960], [3.90490, -0.89320, 6.03360], [0.55300, -4.77490, -2.25660], [-0.69210, -0.33000, 5.25110], [0.20230, -2.09390, -1.63180], [1.31730, -0.77930, 6.93680], [-1.30450, -6.59990, -1.40690], [-3.47000, -5.75260, 0.02380], [4.39280, -0.48760, 3.35970], [-3.71170, -3.13340, 0.69790], [2.33790, 0.10050, 1.66250], [1.94340, 2.66740, 0.04630], [-0.19140, 0.24860, 2.47050], [-1.74930, -1.23890, -0.15340], [-1.92410, 1.40180, 0.60450], [2.96010, -2.31960, -0.47380], [2.94490, -4.26650, 0.72470], [2.50320, -1.04180, -0.85600], [2.92010, -0.61560, 5.22380], [-2.98700, -0.53490, -0.46410], [-2.58870, -4.88910, -0.41700], [-1.48490, -5.32720, -1.16420], [-0.53390, -4.39710, -1.60440], [-1.83470, 2.43220, -0.43330], [-0.71940, -3.06630, -1.28420], [2.40300, -3.09700, 0.45540], [1.59460, -0.55540, 5.67770], [-1.40130, 0.90450, 2.94950], [-3.17470, 0.63700, 0.48470], [1.13590, 1.90820, -0.06110], [3.17440, -0.40310, 3.85970], [0.54930, -0.28490, 4.78880], [2.11630, -0.11900, 3.01850], [-2.72330, -3.53530, -0.09110], [-1.77520, -2.58960, -0.51070], [0.77330, -0.03610, 3.41700], [-1.80220, 1.98590, 1.94330], [-3.45580, 0.24220, 1.46350], [-3.99460, 1.26660, 0.12370], [3.25840, -0.36920, -0.68300], [-0.89210, 2.97270, -0.34840], [-2.64040, 3.16630, -0.32790], [-1.24250, 1.39570, 3.91010], [-2.90530, -0.19560, -1.50790], [2.58040, -4.87160, 1.44950], [-3.87010, -1.17700, -0.40660], [-2.20220, 0.16790, 3.09520], [-1.88940, 1.99220, -1.42870], [2.35230, -1.04780, -1.87070], [-1.03100, 2.76100, 1.92680], [3.75820, -4.62200, 0.23380], [-2.73830, 2.45830, 2.26510], [3.78440, -2.67760, -0.95810]],
  "e_tot_ev": -70482.222,
  "de_lowest_kcal_mol": 37.8,
  "homo_energy_ev": [-17.75, -17.75],
  "orbital_gap_ev": [6.16, 6.09],
  "charge": 3,
  "e_lumo_ev": [-11.599, -11.654]
}


Entry 2:
{
  "formula": "C57H92IN24O4P2",
  "method": "ωB97M-V/def2-TZVPD",
  "symbols": ["I", "P", "P", "O", "O", "O", "O", "N", "N", "N", "N", "N", "N", "N", "N", "N", "N", "N", "N", "N", "N", "N", "N", "N", "N", "N", "N", "N", "N", "N", "N", "C", "C", "C", "C", "C", "C", "C", "C", "C", "C", "C", "C", "C", "C", "C", "C", "C", "C", "C", "C", "C", "C", "C", "C", "C", "C", "C", "C", "C", "C", "C", "C", "C", "C", "C", "C", "C", "C", "C", "C", "C", "C", "C", "C", "C", "C", "C", "C", "C", "C", "C", "C", "C", "C", "C", "C", "C", "H", "H", "H", "H", "H", "H", "H", "H", "H", "H", "H", "H", "H", "H", "H", "H", "H", "H", "H", "H", "H", "H", "H", "H", "H", "H", "H", "H", "H", "H", "H", "H", "H", "H", "H", "H", "H", "H", "H", "H", "H", "H", "H", "H", "H", "H", "H", "H", "H", "H", "H", "H", "H", "H", "H", "H", "H", "H", "H", "H", "H", "H", "H", "H", "H", "H", "H", "H", "H", "H", "H", "H", "H", "H", "H", "H", "H", "H", "H", "H", "H", "H", "H", "H", "H", "H", "H", "H", "H", "H", "H", "H"],
  "xyz": [[-1.10632, 3.10089, -4.69117], [-0.92929, 5.77048, 0.87475], [-3.59210, 6.33382, -0.58489], [4.82797, 4.37902, -2.32471], [-4.79106, 7.18744, -1.58015], [-4.05820, 4.63305, -0.80061], [1.58765, 3.52392, -0.15246], [0.63785, -6.62099, 3.44962], [3.02122, -4.01467, 1.64011], [-0.69721, 6.35413, -0.78060], [1.66629, 7.64015, -1.15598], [11.29376, -4.81497, -1.47059], [-1.90730, -6.29611, -1.88296], [6.34564, -4.07518, -2.66971], [-4.06905, -3.01295, 1.53221], [-8.65436, -5.38946, 1.73029], [1.71489, 0.13469, 5.14335], [-7.74405, -0.78571, 2.64677], [-0.51171, -3.09649, -2.24137], [1.20280, 4.35270, 5.72892], [6.81765, -2.26720, -5.76289], [-10.14405, -0.21180, -1.57932], [-12.80096, -4.07091, 0.11081], [-3.74223, -3.70599, -7.23199], [-3.96077, -7.54017, -4.62601], [7.71765, 0.19280, 0.54911], [1.59778, 6.36434, -1.68757], [-3.57553, 1.83682, 6.91569], [-5.97325, -3.85692, 5.80215], [0.22750, 4.27402, -2.13757], [-1.51102, 4.27069, 1.02590], [3.10051, 2.34144, 4.17178], [2.19263, 7.67759, 0.25778], [7.34575, -3.36629, -6.08409], [4.50115, 9.17264, -0.05451], [-2.84054, 1.40534, 5.98636], [1.94916, -8.39581, 1.75725], [4.70323, 0.62908, 0.38078], [-1.14966, 4.91659, 7.10064], [-3.22578, -7.97164, -5.55534], [-2.94746, -5.71211, -1.47424], [10.45630, -5.49707, -0.81987], [2.24522, -3.82688, 2.61612], [8.24575, -0.90629, 0.22791], [2.79408, 5.84306, -2.45152], [3.85337, -0.76849, 0.67906], [2.21575, -0.62158, 0.73220], [9.44675, -6.31926, -0.03556], [1.23245, -7.42578, 2.68228], [5.43742, 8.35401, 1.01956], [-1.93838, 5.52110, -2.93287], [8.88240, -2.23111, -0.15919], [7.98240, -4.69111, -6.47119], [7.05283, 3.15195, -1.98887], [5.84437, -2.95185, -2.94705], [3.96275, 2.09740, 0.10308], [-5.26737, -0.06668, 3.68729], [5.24018, -1.59776, -3.28128], [0.66574, 3.15041, -1.23539], [-8.12270, -2.15459, 6.26645], [0.13613, 4.60837, 6.35094], [2.14245, -3.77753, -1.76671], [0.40509, 5.64557, -1.53297], [-4.90652, -3.69505, 2.18293], [2.32049, 2.24498, 0.13173], [-1.96976, 6.49658, -1.57440], [-9.15563, -4.26614, 1.45295], [-7.66737, 0.50724, -0.53879], [1.48670, 0.83238, 0.45959], [-2.33989, -8.49180, -6.67559], [-9.75982, -2.91205, 1.11872], [-11.48965, -5.84573, -1.58156], [-3.25005, -4.12149, -6.14793], [6.27584, 4.60369, -2.19152], [-2.65669, -4.62235, -4.84127], [-1.95465, 0.88518, 4.86611], [-9.02106, 0.11428, -1.10750], [-12.20635, -4.87570, -0.65653], [-5.91606, -4.51724, 2.96724], [2.92274, 9.17292, 0.42654], [2.34320, 1.13528, 4.70278], [-1.16682, 4.09406, -2.69257], [-4.20129, -5.00823, -0.98152], [4.06011, 5.36359, -1.52857], [-6.62106, -0.45964, 3.11858], [0.69179, -3.40526, -2.02616], [1.30978, -3.60046, 3.79256], [-6.94790, -3.08506, 6.01269], [-2.09021, -0.19402, 4.75413], [-8.74901, -2.09242, 5.37229], [3.93276, 2.58242, 4.83881], [-12.03749, -5.93650, -2.52349], [-5.64063, -4.53521, 4.02536], [3.19781, 6.74003, -3.12725], [0.40847, -4.20821, 3.67460], [-7.77387, 1.38520, 0.10436], [4.94223, -1.08539, -2.36242], [-2.47546, -9.57101, -6.78757], [2.43171, 3.20434, 4.11074], [7.65957, -5.47561, -5.78129], [-10.63976, -3.04317, 0.48287], [1.60517, -1.62612, 0.93379], [2.95961, -8.03403, 1.54808], [6.53366, 8.78850, 0.91659], [-1.68252, 3.92582, 0.05669], [6.58770, 5.26659, -1.26885], [-5.37387, 0.81129, 4.33045], [-6.97561, 0.74337, -1.35202], [4.36024, -1.72889, -3.91713], [-1.52428, 5.90161, 6.80908], [-9.02670, -2.29697, 0.58970], [6.86207, 2.75966, -0.88142], [-4.85663, -0.89148, 4.27601], [2.24224, 8.20477, -1.82299], [0.29296, 0.81992, 0.48976], [-1.96251, 7.60616, -2.01632], [-5.93760, -5.54239, 2.58744], [-5.03874, -5.71090, -0.95860], [4.65338, 8.81647, -1.17548], [9.07185, -4.60724, -6.43045], [-8.72482, -2.53248, 7.09739], [-4.03742, -4.61651, 0.02612], [2.01388, -9.38081, 2.22778], [2.88958, 6.78950, 0.56149], [4.67183, 3.00286, -0.11234], [8.55957, -3.01561, 0.53071], [8.22128, 3.30592, -2.15160], [-3.01553, 5.42972, -3.38083], [9.72219, -6.33723, 1.02256], [-11.42493, -6.83073, -1.11103], [-7.25663, -0.31757, 0.04992], [-1.28436, 6.13534, -3.71812], [4.87823, 10.30327, -0.03892], [-6.91275, -4.07904, 2.86625], [-4.44833, 7.00556, -2.52567], [3.75143, 4.94910, -0.45719], [1.02418, -2.54625, 3.84429], [5.87305, 0.58174, 0.32062], [2.77194, -2.88506, -1.82196], [-0.96335, 4.91120, 8.17817], [-5.06377, 4.55326, -0.80507], [2.48166, -4.49939, -2.51470], [5.04459, 8.64303, 2.09428], [-2.60171, -8.00045, -7.61669], [5.34958, 7.21544, 0.76356], [-3.45060, -5.00454, -4.19362], [1.40132, -8.48658, 0.81532], [7.68419, -4.96531, -7.48692], [8.58419, -2.50531, -1.17492], [-1.72753, 6.78736, 1.57122], [-0.28346, 2.53158, -0.86343], [-1.87807, 3.42035, -2.05298], [-0.90520, 1.09030, 5.09499], [-1.29044, -8.28669, -6.44671], [-2.21647, 1.37653, 3.92501], [2.54143, 4.97648, -3.22063], [9.97185, -2.14724, -0.11845], [4.42141, -1.78488, 0.83312], [-1.94187, -5.42555, -5.04003], [-4.45038, -4.17920, -1.64971], [1.26561, 2.38138, -1.92447], [6.61522, 2.32995, -2.73530], [-2.14117, -3.80563, -4.32858], [-10.05777, -2.39967, 2.03758], [-1.90738, 4.16381, 6.86652], [8.45006, -5.88106, -0.13656], [2.73410, 9.65899, 1.47403], [2.35157, 9.86636, -0.35995], [-4.57561, 0.16946, 2.87407], [-7.75880, -1.15429, 6.51659], [6.63736, 5.11761, -3.18748], [1.30230, 7.68999, 1.03500], [2.24127, -4.22185, -0.77252], [-10.47920, -5.48395, -1.79072], [3.49433, 2.12505, 3.17484], [5.97330, -0.98269, -3.81030], [9.42521, -7.34441, -0.41536], [0.37914, 5.77779, 1.53209], [4.69347, 6.34873, -1.29717], [1.80852, -3.88032, 4.72463]],
  "e_tot_ev": -131189.992,
  "homo_energy_ev": -10.53,
  "orbital_gap_ev": 6.28,
  "charge": 1,
  "e_lumo_ev": -4.249
}


Entry 3:
{
  "formula": "C4H8O3Sm",
  "method": "ωB97M-V/def2-TZVPD",
  "symbols": ["Sm", "O", "O", "O", "C", "C", "C", "C", "H", "H", "H", "H", "H", "H", "H", "H"],
  "xyz": [[0.11483, 3.51870, -0.67344], [-0.00463, 0.90336, -0.25054], [-0.34482, 0.37705, 0.93739], [1.24820, 2.14804, -2.14580], [1.56379, 0.00253, -1.29081], [-1.41308, -0.58274, 0.79092], [-1.44490, -1.40113, 2.05661], [1.91053, 1.06370, -2.16038], [-1.74435, -0.76548, 2.89964], [-2.34631, -0.01904, 0.64379], [-1.20999, -1.18545, -0.10427], [1.28281, -0.93784, -1.77630], [2.19233, -0.11111, -0.40012], [-2.17964, -2.20908, 1.94680], [2.83511, 1.03197, -2.74823], [-0.45991, -1.83350, 2.27476]],
  "e_tot_ev": -28302.033,
  "de_lowest_kcal_mol": 130.9,
  "homo_energy_ev": [-16.96, -17.16],
  "spin_multiplicity": 7,
  "orbital_gap_ev": [7.81, 8.17],
  "charge": 2,
  "e_lumo_ev": [-9.155, -8.984]
}